A structure of composition C63H48BrN8O3Tl at a distorted geometry. Source: the OMol25 dataset; level of theory: the ωB97M-V functional and the def2-TZVPD basis.

Each line ends with the Mulliken charge.
Geometry (Å):
Tl1 0.6306 -0.3603 0.5003  1.165
C1 5.6530 -4.3018 4.8228  -0.487
C2 5.8761 -2.9362 5.0023  -0.725
C3 4.9081 -1.9783 4.6115  -0.174
C4 3.7390 -2.3912 3.8694  -0.036
C5 3.5200 -3.7779 3.7460  -0.474
C6 4.4985 -4.7013 4.1748  -0.667
C7 2.7149 -1.3157 3.4364  1.647
C8 3.2984 -0.2517 2.6608  0.496
C9 4.6384 -0.2498 2.0954  -1.079
C10 4.7708 0.8943 1.3676  -1.543
C11 3.5256 1.5455 1.4548  0.153
C12 3.1645 2.7555 0.7747  0.661
C13 4.1758 3.8112 0.4423  0.843
C14 5.3257 3.8818 1.2617  -0.764
C15 6.2793 4.9195 1.0198  -0.803
C16 6.1243 5.6805 -0.1472  -0.535
C17 4.9705 5.5480 -0.9771  -0.506
C18 4.0399 4.6223 -0.7137  -0.085
C19 1.7684 3.0790 0.6393  -0.026
N1 0.7175 2.2215 0.5878  0.298
C20 -0.3906 2.8804 0.1228  0.272
C21 -1.6263 2.2602 -0.0293  0.570
C22 -2.6331 2.7626 -1.0804  0.580
C23 -3.6964 2.5219 -2.8664  1.205
C24 -4.5868 3.5819 -3.2078  -1.409
C25 -4.6299 4.7588 -2.4896  -0.631
C26 -4.0718 4.9294 -1.1932  -0.989
C27 -3.2439 4.0622 -0.5663  -1.079
C28 -2.2111 1.4126 1.0125  0.583
C29 -3.5276 1.6093 1.5722  -1.285
C30 -3.7796 0.5579 2.3796  -1.274
C31 -2.5125 -0.1695 2.5265  -0.362
N2 -1.6234 0.2897 1.5314  0.382
C32 -2.1913 -1.1651 3.4345  1.203
C33 -0.8018 -1.5399 3.7280  0.168
C34 -0.4189 -2.5953 4.6546  -1.595
C35 0.9834 -2.5128 4.7182  -1.433
C36 1.4177 -1.5149 3.8008  0.222
N3 0.3635 -0.8709 3.2288  -0.317
C37 -3.2371 -1.7590 4.3889  0.172
C38 -4.5051 -2.1714 3.9699  -0.367
C39 -5.4354 -2.7527 4.8563  -0.677
C40 -5.1287 -2.8854 6.2214  -0.402
C41 -3.9116 -2.4135 6.6717  -0.780
C42 -2.9973 -1.8365 5.7823  -0.343
C43 -0.0236 4.2788 -0.0752  -0.436
C44 1.3019 4.4538 0.3414  -2.103
N4 2.6463 0.8121 2.2544  -0.535
H1 6.3310 -5.0941 5.0761  0.367
H2 6.6399 -2.5401 5.6623  0.322
H3 5.0542 -0.9048 4.7926  0.487
H4 2.6058 -4.1457 3.2739  0.427
H5 4.3335 -5.7270 3.9381  0.374
H6 5.3833 -0.9941 2.3417  0.518
H7 5.6307 1.2311 0.8606  0.795
H8 5.3303 3.2016 2.0755  0.582
H9 7.1820 5.0146 1.6611  0.324
H10 6.7430 6.5649 -0.3561  0.284
H11 4.8700 6.1360 -1.8892  0.392
H12 3.2517 4.3894 -1.4779  0.109
H13 -3.5434 1.6560 -3.7348  -0.381
H14 -5.0898 3.5851 -4.1519  0.433
H15 -5.1798 5.6064 -2.8973  0.389
H16 -4.4629 5.8137 -0.7002  0.358
H17 -2.8791 4.3436 0.4098  0.594
H18 -4.2601 2.3732 1.3740  0.487
H19 -4.6491 0.3464 2.9534  0.668
H20 -0.9192 -3.4183 5.1931  0.484
H21 1.7019 -2.8248 5.4190  0.724
H22 -4.7526 -2.0405 2.9456  0.591
H23 -6.4690 -3.0337 4.5283  0.316
H24 -5.8456 -3.3931 6.8379  0.381
H25 -3.6446 -2.2637 7.7141  0.336
H26 -2.0100 -1.5722 6.1320  0.620
H27 -0.7360 5.1013 -0.2962  0.443
H28 1.8532 5.3247 0.4752  0.833
Br1 -6.6942 -1.8272 0.4988  -0.255
C45 -5.2713 -1.4215 -0.6709  -0.599
C46 -4.2371 -2.2909 -0.8583  -0.184
C47 -3.0511 -1.9128 -1.4237  -0.817
C48 -2.7118 -0.5297 -1.4987  0.677
O1 -1.5688 -0.0582 -1.7721  -0.169
C49 -3.8884 0.4042 -1.3689  0.706
C50 -3.8447 1.8841 -1.4648  -1.426
N5 -2.3251 2.9839 -2.5850  -0.108
C51 -1.2626 2.3670 -3.2468  -0.276
C52 0.1324 2.5996 -2.9992  -0.647
C53 1.1610 1.8000 -3.4994  -0.277
C54 0.9026 0.7655 -4.3485  -0.957
C55 -0.4265 0.6898 -4.8646  1.133
C56 -0.7368 -0.3861 -5.7690  -0.312
C57 -2.0570 -0.6537 -6.1065  -0.982
C58 -3.0823 0.0330 -5.4528  -0.422
N6 -2.7852 1.0230 -4.5589  -0.238
C59 -1.4926 1.4206 -4.2955  0.766
C60 -5.1558 -0.1803 -1.3877  -0.525
H29 -4.4085 -3.3834 -0.6613  0.263
H30 -2.3572 -2.7141 -1.7120  0.225
H31 -4.7414 2.2539 -1.0086  0.904
H32 0.3338 3.4762 -2.3517  0.245
H33 2.1486 2.0702 -3.1536  0.277
H34 1.6210 -0.0599 -4.4788  0.221
H35 -0.0547 -0.8563 -6.4541  0.591
H36 -2.3505 -1.3813 -6.8374  0.405
H37 -4.1824 -0.0751 -5.5218  0.409
H38 -6.0551 0.3397 -1.7723  0.425
O2 3.2799 -0.8119 -1.5980  -0.275
H39 3.1686 -1.5250 -2.3419  0.214
H40 4.2364 -0.6118 -1.5673  0.194
O3 0.2140 -2.4223 -2.4622  -0.383
H41 1.0112 -2.2727 -1.9111  0.125
H42 -0.3866 -1.6607 -2.2606  0.190
C61 0.6278 -4.5151 -4.8716  -0.726
N7 2.0360 -4.5997 -4.5823  -0.031
C62 2.6823 -5.9565 -4.5869  -0.955
C63 2.6845 -3.5586 -4.0803  0.507
N8 3.1624 -2.5062 -3.8845  -0.672
H43 0.3296 -5.4961 -5.2011  0.381
H44 0.4782 -3.6944 -5.6379  0.185
H45 0.0171 -4.2996 -4.0405  0.237
H46 2.4050 -6.4667 -5.5336  0.329
H47 2.3231 -6.5097 -3.7211  0.349
H48 3.8347 -5.8887 -4.5737  0.317

The value obtained for the orbital gap (spin up / spin down) is 4.59 / 4.54 eV. As for the charge: -2. For the energy, the calculation gives -5839.50983 hartree. The relative energy (zero: lowest compared OMol25 entry of this formula, charge and spin) comes out at 261.5 kJ/mol. The calculation puts the molecular weight at 1249.42 g mol⁻¹.